DFT (the ωB97M-V functional and the def2-TZVPD basis) results for a structure of composition C43H29ClF9N3O5OsPSb.

Element x y z (Å)
C -0.107 1.861 -3.910
C 2.511 0.180 5.661
F 4.309 4.121 -2.574
C -6.316 -1.216 1.290
F 2.499 1.308 7.737
H 0.149 2.494 0.294
H 3.904 0.506 0.932
H 1.442 2.038 5.729
C 2.477 0.886 -3.520
H 3.480 0.505 -3.380
C 2.626 -1.754 -0.301
C -0.282 -3.326 -2.517
C 1.935 1.318 0.596
O -3.513 -1.328 3.322
C 1.710 1.180 5.128
C 1.256 1.064 3.827
O -1.521 -0.010 3.192
F 4.017 -5.857 -0.337
C 3.984 2.377 -0.098
H 0.632 1.851 3.416
H 0.632 -3.773 -2.887
C 1.232 2.434 0.155
Os -1.268 0.316 1.089
C 2.403 -4.142 -0.245
C 2.814 -5.494 -0.781
C -4.336 -1.214 -0.104
H 3.013 2.113 -5.196
H -1.109 2.233 -4.076
C 2.863 -0.924 4.900
C -5.137 2.046 -3.120
C 3.254 3.451 -0.595
C -3.791 3.870 -2.316
P 1.008 -0.058 1.334
Sb -1.318 0.514 -1.469
H -0.600 -4.865 -1.059
C -0.980 -3.944 -1.479
C -4.968 3.403 -2.883
F 2.767 -0.839 7.762
C 2.212 1.787 -4.547
C 3.328 1.323 0.513
H 0.280 -2.717 1.949
C 1.616 -1.631 0.650
H 0.997 -4.928 1.171
C 1.036 -2.786 1.179
N -7.336 -1.624 1.625
H -2.673 -3.858 -0.141
O -3.361 0.956 1.123
H -2.514 -0.882 -3.220
H -5.751 4.099 -3.149
H -4.298 0.091 -2.973
Cl -2.137 -1.371 3.066
C 1.879 3.506 -0.438
C -2.960 1.608 -2.213
C -4.138 1.143 -2.781
C -2.784 2.975 -1.984
H 1.328 4.370 -0.779
F 4.366 0.440 7.075
H 3.129 -0.882 -0.692
C 3.036 0.279 7.075
O -1.887 -1.603 1.552
F 2.867 -5.463 -2.125
C -1.983 -1.626 -2.631
C 2.411 -1.036 3.594
C 3.982 4.547 -1.339
H -6.049 1.685 -3.575
H 1.657 -0.215 -1.880
H 2.699 -1.900 3.011
N -5.282 1.277 2.243
H 3.778 -3.096 -1.514
C 0.167 0.982 -2.863
C 1.600 -0.043 3.053
H 0.720 2.951 -5.558
N -3.756 -1.572 -1.069
F 3.226 5.639 -1.480
H -4.903 2.099 2.686
O -1.438 -2.336 3.792
H -6.217 0.980 2.482
C -4.519 0.569 1.427
C 1.437 -4.038 0.746
F 1.937 -6.445 -0.438
H -3.650 4.928 -2.141
C -0.776 -2.175 -3.095
H 5.063 2.375 -0.178
H -0.264 -1.712 -3.928
C -2.150 -3.399 -0.968
H 3.491 -1.695 5.325
C 1.457 0.487 -2.677
C 3.006 -3.005 -0.761
F 5.111 4.895 -0.722
C -5.080 -0.663 0.861
H -1.862 3.365 -1.560
C -2.645 -2.248 -1.553
C 0.924 2.264 -4.748

Atoms 1-6, force components in eV/Å:
-0.1 0.0 0.0
0.0 0.0 0.0
0.0 0.0 0.0
0.0 -0.1 -0.1
0.0 0.0 0.0
0.0 0.0 0.0

E_HOMO = -0.5305 hartree
Total charge = +2
Kohn-Sham gap = 6.6 eV
Energy relative to the best compared isomer or geometry (same formula, charge and spin) = 0.0 kJ/mol



DFT (the ωB97M-V functional and the def2-TZVPD basis) results for a cluster of 2 separate species, CH8NS in total at a distorted geometry.

Element x y z (Å)
H 1.638 -0.366 -0.261
C -2.080 0.169 -0.541
N 2.677 -0.121 -0.141
H -3.013 0.180 0.204
H 2.767 0.914 -0.038
H 2.977 -0.482 0.799
H 3.106 -0.369 -0.988
H -2.256 1.178 -1.042
H -2.164 -0.579 -1.357
H -0.984 -0.120 1.579
S -0.521 -0.033 0.333

Atoms 1-6, force components in eV/Å:
2.1 0.5 0.2
-2.6 0.9 1.1
-2.9 1.5 2.5
2.2 -0.6 -1.4
-0.1 -0.6 -0.3
0.4 -0.4 -1.4

E_HOMO (alpha / beta) = -0.7982 / -0.8254 hartree
Multiplicity = 2
Total charge = +2
Kohn-Sham gap (alpha / beta) = 13.1 / 8.7 eV
Energy relative to the best compared isomer or geometry (same formula, charge and spin) = 37.2 kJ/mol



DFT (the ωB97M-V functional and the def2-TZVPD basis) results for a structure of composition C19H43OP3SeW at a distorted geometry.

Element x y z (Å)
C -0.640 -3.576 -7.252
H -4.102 0.690 2.083
H 4.329 0.867 -0.060
C 2.965 -0.588 1.983
H 0.990 -1.325 3.743
H -4.031 -0.548 -0.597
H 0.851 2.088 -4.631
H -0.039 -1.822 -6.172
H 3.075 1.675 -1.055
H 0.848 -3.430 5.094
H -0.870 -1.547 2.657
C 0.031 -1.143 -5.329
H 0.326 4.894 2.571
H 0.055 -5.453 -6.581
H -0.268 -0.595 4.831
H 2.627 2.384 2.870
W 0.043 1.068 0.401
H -2.722 2.499 -0.917
H -2.579 -1.598 -0.419
H 0.346 -3.230 -7.584
C 0.432 0.178 -5.562
H 2.498 -1.529 2.300
H -1.481 -2.907 -7.451
H 0.108 -0.593 0.776
H 1.830 -2.171 -0.377
H -2.568 0.409 2.968
C 2.411 -1.296 -0.694
C -3.064 2.179 0.073
H 1.607 1.417 3.955
H 0.681 0.509 -6.568
H 2.085 -0.983 -1.692
C 0.384 -2.515 5.471
H 1.293 4.379 1.164
H 3.344 2.185 0.628
H -1.790 -5.198 -6.524
O -0.928 -2.020 3.508
C 1.670 2.359 3.396
H -0.604 -2.627 -3.889
C -0.294 -1.591 -4.044
P 0.244 2.483 2.255
H -0.881 3.323 4.279
H 2.921 0.128 2.810
H -2.055 2.811 3.069
H -0.558 -2.772 5.970
H -2.609 -0.319 -1.678
P -2.264 0.589 0.546
H -0.480 4.466 1.038
H -2.852 2.975 0.797
C 0.101 -1.528 4.361
C -2.934 -0.588 -0.666
H 1.686 3.167 4.136
C -0.799 -4.789 -6.712
H -0.429 -1.072 -1.963
H 4.019 -0.778 1.739
C 0.354 4.223 1.704
C -3.144 0.152 2.069
H 3.483 -1.537 -0.695
C 3.329 1.323 -0.050
C -0.214 -0.691 -2.971
H -3.326 -0.934 2.069
C 0.505 1.062 -4.491
Se 0.143 2.045 -1.775
H 1.065 -2.079 6.204
H -1.172 1.601 4.022
H -4.146 1.999 0.050
P 2.126 0.039 0.504
C -1.087 2.568 3.512
C 0.127 0.639 -3.209

Atoms 1-6, force components in eV/Å:
0.5 3.7 -2.0
0.2 -0.1 -0.1
-0.2 0.1 0.1
-0.6 -0.3 0.7
0.0 0.1 0.4
0.3 0.0 0.0

E_HOMO (alpha / beta) = -0.7145 / -0.7145 hartree
Multiplicity = 3
Total charge = +4
Kohn-Sham gap (alpha / beta) = 5.3 / 3.9 eV
Energy relative to the best compared isomer or geometry (same formula, charge and spin) = 0.0 kJ/mol



DFT (the ωB97M-V functional and the def2-TZVPD basis) results for a cluster of 2 separate species, C5H10O in total.

Element x y z (Å)
C -1.744 0.171 -0.577
H 0.184 -1.423 1.611
C -0.772 -1.080 2.056
H 0.925 0.811 -2.194
H 2.704 1.074 -0.530
H 1.637 0.560 0.786
H -0.292 -1.208 -1.179
H 2.149 -0.604 -0.448
H -2.527 -0.573 -0.463
O -1.692 -1.828 2.265
H -2.011 1.203 -0.353
H -0.814 0.000 2.303
C -0.514 -0.160 -0.963
H 0.292 1.817 -0.894
C 1.848 0.437 -0.283
C 0.628 0.801 -1.136

Atoms 1-6, force components in eV/Å:
0.1 0.0 -0.1
-0.1 0.0 0.1
-0.2 -0.2 0.1
0.0 0.0 0.1
-0.1 -0.1 0.1
0.0 0.0 -0.2

E_HOMO = -0.3628 hartree
SMILES string = C=CCC.C=O
Total charge = 0
Kohn-Sham gap = 10.8 eV
Energy relative to the best compared isomer or geometry (same formula, charge and spin) = 162.6 kJ/mol



DFT (the ωB97M-V functional and the def2-TZVPD basis) results for a cluster of 2 separate species, C32H50F5N3O7S2 in total at a distorted geometry.

Element x y z (Å)
H -2.264 -2.169 4.449
C -1.258 -0.727 3.380
H -0.182 5.825 0.927
O 7.482 -0.095 -0.442
C -0.868 -4.698 -4.794
H -1.817 4.028 0.531
C -2.419 -0.007 0.426
O -5.595 2.682 -0.691
N 0.807 -0.189 -2.795
C -1.555 3.686 3.693
C -0.968 -3.318 -2.361
F -4.373 -4.271 -4.537
C -2.035 -4.045 -4.404
H 1.196 -1.844 -1.693
O 5.269 0.214 -0.324
H -0.465 -0.672 4.125
C -0.376 1.221 -0.231
H 1.018 1.585 1.351
H 2.741 1.598 -1.793
H 6.638 -1.662 1.658
H -1.471 0.298 3.085
H 0.724 7.363 2.649
H 1.978 3.402 0.493
C -1.047 -2.579 -1.040
H -0.137 -3.587 2.326
C 5.228 1.504 -0.974
C -3.261 -4.075 -5.271
C 0.254 -2.614 2.612
H 2.313 -4.503 0.490
H 5.029 1.339 -2.033
H 3.253 -5.962 2.466
C 2.875 2.505 -1.202
O -1.016 3.748 2.383
H 4.298 -4.670 1.868
C 0.789 -0.665 -3.913
C -0.779 -1.532 2.162
C -1.204 5.912 1.309
H -5.409 1.318 -3.081
H -0.845 -5.220 -5.740
H -3.281 -0.050 -1.551
H 4.575 3.350 -0.166
H -1.333 -0.716 -1.936
H -1.609 -2.111 1.755
N -2.448 -1.259 4.046
C 1.037 1.485 0.269
C -1.802 4.536 1.501
H 5.430 -0.421 2.062
F -3.440 -2.931 -5.950
H -5.687 -0.195 -2.186
O -0.177 -0.671 1.219
C -2.083 -3.351 -3.198
C 0.015 6.715 3.176
C -0.681 -1.093 -1.146
H 1.279 -4.832 1.854
H 0.348 -2.615 3.697
F -2.326 -2.683 -0.566
H -0.165 7.126 4.168
H -2.832 4.612 1.859
F -0.226 -3.220 -0.156
S 1.891 -2.539 1.829
O -1.228 6.675 2.503
H -2.852 1.603 -0.975
C 6.467 -0.140 0.190
C 1.641 2.772 -0.334
C -3.228 0.622 -0.690
H 7.190 -0.084 2.163
H 3.026 3.355 -1.870
C 6.404 -0.601 1.618
H -1.827 4.677 4.063
S 0.694 -1.242 -5.359
H -2.996 -2.856 -2.896
C -0.926 -0.204 0.118
H -2.477 0.671 1.277
H 3.363 -4.437 3.352
H 0.451 5.717 3.279
H -2.937 -0.918 0.718
H -0.507 1.443 -1.290
C 0.247 -4.672 -3.961
F -3.213 -5.069 -6.175
H -6.952 1.043 -2.256
H -1.029 1.907 0.315
H 1.149 -5.187 -4.257
C -5.880 0.874 -2.206
C 4.136 2.367 -0.345
C 0.192 -3.991 -2.746
C 2.186 -4.310 1.554
H 6.212 1.963 -0.903
H 0.896 3.355 -0.877
C -5.352 1.552 -0.972
H -3.213 -1.343 3.388
H 3.906 1.929 0.628
H 1.064 -3.994 -2.105
H -1.800 6.451 0.565
H -2.436 3.035 3.723
H 1.679 0.639 0.041
O -4.563 0.777 -0.167
C 3.353 -4.883 2.360
N 0.700 -0.969 -1.602
H -0.786 3.265 4.340

Atoms 1-6, force components in eV/Å:
-0.1 -0.1 0.0
-0.5 0.0 0.2
0.0 0.0 0.0
0.4 0.3 -0.1
-0.1 0.2 0.2
0.0 0.0 0.0

E_HOMO = -0.3093 hartree
SMILES string = CCSC[C@@H](CN)O[C@](CCCCCCOC(C)=O)(CCOC(C)=O)[C@@H](NN=C=S)C(F)(F)c1cccc(C(F)(F)F)c1.COCCOC
Total charge = 0
Kohn-Sham gap = 8.2 eV



DFT (the ωB97M-V functional and the def2-TZVPD basis) results for a cluster of 9 separate species, C47H73FIN3O18PS3 in total at a distorted geometry.

Element x y z (Å)
H -7.741 -3.334 2.011
H -6.578 4.084 4.199
O 6.609 -0.426 -0.928
H -7.473 0.062 -2.638
H 4.443 3.587 -0.795
H 1.364 4.338 -0.045
C 8.898 -3.367 6.351
C -5.401 0.057 -2.061
C -7.653 6.675 4.412
H -9.706 -3.969 0.888
C 7.947 -3.348 -2.193
H -4.750 5.569 3.940
H -0.992 1.081 -1.093
H 6.455 8.974 -2.904
S -2.731 4.803 2.015
H -5.971 -3.979 -7.562
C 4.689 -1.339 3.027
H -8.398 -4.072 -7.816
C -6.697 4.796 3.377
O -8.427 7.375 5.009
O -8.649 -4.549 -1.542
H -2.272 -4.284 -2.733
H 3.296 0.271 -2.334
H 0.016 -4.274 -0.731
H 7.388 -0.075 -1.433
H -6.987 -2.562 -3.294
C 5.815 8.328 -2.302
H -2.783 1.104 -1.529
H 9.925 -5.008 7.364
C 6.787 -3.725 -3.090
C 8.724 -4.634 -2.123
C -0.614 -3.730 -1.443
O -3.803 -4.721 -0.366
C -1.207 -2.510 -0.774
H -0.521 -2.065 -0.050
C 5.332 -2.838 3.010
C -1.287 3.978 1.854
C 3.663 7.412 -2.088
H 0.891 0.347 2.603
H 7.606 -3.040 -1.204
C 3.984 0.716 1.437
C 7.903 -5.483 6.659
H -6.597 4.248 2.439
H 8.608 -4.265 8.278
H 5.535 9.248 -0.357
H 7.903 -4.394 -4.836
C -2.795 -4.142 -0.675
C 4.757 7.598 -3.103
C 0.258 0.592 1.684
H -7.726 -1.826 -8.489
H -2.132 0.120 -0.024
H -1.634 -5.622 -1.722
C -5.695 5.918 3.522
C -5.154 -2.209 -2.161
H 9.557 -3.491 5.487
O 7.544 -3.290 5.887
O -6.818 -4.733 -0.222
H -6.427 -6.005 1.352
C -1.843 -4.554 -1.766
C -6.546 -0.451 -2.893
C -7.965 -1.956 -7.431
H -3.177 2.193 0.954
O 5.841 -4.763 5.628
H 5.121 6.637 -3.469
N 3.547 3.455 1.274
C 0.893 6.030 1.450
O 3.846 8.255 -1.038
H 0.043 6.567 0.907
H 8.576 -2.575 -2.643
C 4.989 9.084 -1.288
H -5.067 -3.003 -1.417
H 5.928 -2.950 2.042
H 8.337 -6.122 5.887
H 3.155 5.378 2.238
N 3.161 2.920 2.414
C 4.466 1.386 0.129
P 5.272 0.531 -1.337
O 4.040 -0.358 -2.140
O 2.727 6.656 -2.189
S 0.221 4.755 2.642
H -0.577 2.089 3.158
H 2.048 6.016 -0.446
C -6.584 -4.936 1.176
H 4.466 -3.596 3.090
H 6.455 7.601 -1.791
H -8.636 -3.539 -6.148
H -5.687 -4.393 1.481
O -4.640 -0.983 -1.623
H -6.475 -4.490 -5.935
F 2.889 0.977 3.791
H 1.466 6.823 2.061
C -2.274 2.389 0.270
C 4.162 -0.872 1.592
H -5.497 6.424 2.572
C -6.594 -1.916 -2.509
O -6.303 6.853 4.420
H -7.997 -4.873 2.842
H 9.162 -2.442 6.867
N -1.093 2.714 1.128
O 8.350 -5.465 -3.133
H -6.307 -0.316 -3.950
C 6.953 -4.510 6.015
O -5.152 1.215 -1.835
H 5.991 -3.020 3.931
H 4.102 5.461 0.617
C -2.060 1.087 -0.652
H 4.995 -1.154 0.839
C -8.910 -4.712 0.854
H 7.396 -6.083 7.415
H -1.505 -1.744 -1.496
H -8.379 5.907 2.564
C -6.820 -1.438 -6.603
O -6.577 -0.279 -6.385
C 8.934 -4.561 7.276
H 6.638 -5.522 -4.298
H 5.977 -4.145 -2.486
C -8.020 5.520 3.521
H -2.468 3.302 -0.393
C -6.566 -3.702 -6.685
O -2.378 -2.981 -0.099
C -7.823 -4.416 1.867
H -0.005 -3.489 -2.316
C -0.878 1.628 2.147
H 3.792 -1.420 3.751
C 7.388 -4.804 -3.962
H -8.775 4.888 3.988
C 4.180 2.933 0.115
H -1.854 1.020 2.244
H 4.643 10.049 -1.669
H -8.893 -1.444 -7.180
C 3.348 1.543 2.575
H 6.382 -2.887 -3.660
C 1.873 5.251 0.406
S 5.887 1.896 -2.582
C 3.251 4.949 1.173
O 9.581 -4.893 -1.320
H 0.870 1.011 0.808
H -4.561 -2.480 -3.040
H 4.379 8.206 -3.928
H -0.212 -0.411 1.357
C -8.157 -4.640 -0.447
C -8.007 -3.417 -7.036
H -9.316 -5.719 0.974
H 5.461 -0.649 3.504
I 2.394 -1.987 0.898
H -7.222 -2.043 -1.622
O -6.055 -2.472 -6.157

Atoms 1-6, force components in eV/Å:
0.0 -0.1 0.0
0.0 0.1 -0.1
-2.7 1.0 -0.2
0.2 0.2 -0.2
-0.6 -1.0 1.8
0.7 1.1 0.8

E_HOMO = -0.3768 hartree
Total charge = +1
Kohn-Sham gap = 5.2 eV
Energy relative to the best compared isomer or geometry (same formula, charge and spin) = 386.1 kJ/mol



DFT (the ωB97M-V functional and the def2-TZVPD basis) results for the molecule C24H29N3O5S at a distorted geometry.

Element x y z (Å)
C -0.716 -3.851 -0.105
C -3.625 1.045 -1.654
C 4.259 -0.879 -1.640
H -3.981 0.883 -2.658
C -2.273 1.200 -1.380
H 3.852 1.795 3.604
H 5.849 1.394 -1.824
C -2.683 1.472 1.004
C 3.836 0.562 1.857
O 2.011 -2.383 1.465
H 4.611 3.801 2.374
H -0.124 -2.539 2.299
O 0.233 2.732 0.937
H -0.316 -3.250 -0.918
N 2.258 -0.901 -0.234
H -1.539 1.162 -2.169
C 4.494 1.606 -0.207
H 4.316 0.353 -3.412
H 2.936 0.671 -2.357
C 4.032 1.746 2.540
H 4.064 -1.671 0.371
C 4.775 1.555 -1.682
C -1.828 1.405 -0.087
H -6.762 1.568 -2.255
H -2.332 -1.660 -0.730
C 1.556 -1.553 0.704
H 4.527 2.518 -2.133
H 5.333 -1.069 -1.601
O -5.081 1.319 1.588
H 1.794 -0.149 -0.734
C -2.728 -2.340 0.021
H 3.785 -1.711 -2.164
H 0.120 -4.261 0.455
H 0.758 0.451 2.045
C -6.799 0.753 -1.530
H 3.502 -0.321 2.385
H -7.790 0.710 -1.079
C -4.022 1.315 0.731
C -6.215 1.115 0.857
N -5.855 0.981 -0.471
H -2.072 -3.688 1.538
H -6.584 -0.191 -2.033
H -1.282 -4.673 -0.536
H -1.462 -1.382 2.212
C -4.492 1.101 -0.577
C 4.002 0.436 -2.370
C 4.063 0.480 0.487
H -2.300 1.637 1.995
H -0.305 -0.981 -0.248
O 0.615 1.262 -1.004
C 3.715 -0.814 -0.216
H -3.330 -3.091 -0.485
H -3.374 -1.771 0.686
H 5.026 3.667 -0.046
C 0.090 -1.076 0.766
C 4.461 2.868 1.852
C -1.606 -3.014 0.811
C 4.692 2.791 0.492
O -7.322 1.062 1.304
N 0.095 0.277 1.307
S -0.076 1.527 0.237
C -0.786 -1.999 1.617

Atoms 1-6, force components in eV/Å:
-0.2 0.0 0.3
-0.3 0.0 0.2
-0.1 0.0 0.0
0.0 0.0 -0.1
0.3 0.1 0.0
0.0 0.0 0.1

E_HOMO = -0.3273 hartree
SMILES string = CC(C)C[C@@H](NS(=O)(=O)c1ccc2c(c1)oc(=O)n2C)C(=O)N[C@H]1CCCc2ccccc21
Total charge = 0
Kohn-Sham gap = 9.3 eV
Energy relative to the best compared isomer or geometry (same formula, charge and spin) = 5.6 kJ/mol